Computed, not measured: a molecular structure, C43H70B2CaN10O4PS4 at a distorted geometry, with ωB97M-V/def2-TZVPD.

XYZ file:
```
135
Properties=species:S:1:pos:R:3:forces:R:3
Ca -1.516 -0.628 0.250 0.1371 -1.4920 -0.9753
C -3.167 -3.229 2.978 0.0043 -0.0182 0.0200
C -3.784 -2.390 1.893 -0.0306 -0.0030 -0.0226
C -3.757 -2.802 0.561 0.0077 0.0285 0.0416
C -4.270 -1.992 -0.448 0.0480 0.0617 -0.0608
C -4.829 -0.757 -0.134 -0.0096 -0.0059 -0.0235
C -4.893 -0.353 1.193 -0.0059 0.0077 0.0059
C -4.372 -1.162 2.192 0.0060 0.0039 -0.0018
H -2.199 -2.818 3.278 -0.0121 0.0118 -0.0047
H -3.001 -4.252 2.641 -0.0018 0.0015 0.0003
H -3.800 -3.251 3.864 0.0001 -0.0040 -0.0058
H -3.324 -3.761 0.307 -0.0229 -0.0026 0.0132
H -4.237 -2.324 -1.478 0.0140 -0.0124 0.0122
H -5.228 -0.126 -0.918 0.0021 0.0013 0.0032
H -5.325 0.606 1.449 -0.0017 -0.0037 -0.0006
H -4.392 -0.820 3.220 -0.0030 -0.0026 0.0003
C 3.195 0.807 4.683 0.0321 -0.0642 0.0442
C 2.274 -0.407 4.558 0.0682 0.0474 -0.0542
C 2.701 -1.434 5.603 -0.0340 -0.0172 0.0367
C 0.809 -0.038 4.778 -0.0105 0.0054 0.0234
N 2.409 -1.018 3.196 -0.1616 -0.0223 0.0204
C 2.712 -2.351 2.970 0.0953 0.0128 -0.0299
C 2.609 -2.573 1.648 0.0558 -0.0216 0.0402
N 2.233 -1.391 1.046 -0.1442 -0.0299 0.0044
B 1.869 -1.224 -0.453 0.0683 -0.0856 -0.0199
N 3.006 -0.443 -1.159 -0.0390 0.1230 -0.0336
C 4.216 -0.103 -0.591 -0.0291 0.0349 -0.0381
C 4.910 0.614 -1.492 0.0114 -0.0145 0.0195
N 4.127 0.721 -2.633 -0.0442 0.0185 -0.0319
C 2.953 0.056 -2.418 0.0510 -0.1321 0.0638
S 1.651 -0.195 -3.496 0.2201 -0.0006 0.0666
C 4.539 1.441 -3.874 0.0163 -0.0216 0.0037
C 4.629 0.449 -5.032 0.0283 0.0001 0.0012
C 3.540 2.562 -4.162 0.0216 0.0236 0.0098
C 5.916 2.065 -3.658 0.0032 0.0033 -0.0030
N 1.804 -2.638 -1.092 -0.0093 0.0365 0.0051
C 2.764 -3.175 -1.921 0.0366 -0.0244 -0.0066
C 2.357 -4.403 -2.288 -0.0079 0.0027 0.0100
N 1.128 -4.631 -1.684 -0.0618 -0.0042 -0.0696
C 0.805 -3.531 -0.946 -0.0730 -0.0202 0.0237
S -0.581 -3.332 0.046 0.1416 0.0354 -0.0095
C 0.313 -5.872 -1.871 0.0204 0.0119 0.0541
C 1.042 -6.802 -2.838 -0.0103 -0.0267 0.0090
C -1.040 -5.510 -2.484 0.0232 -0.0166 -0.0777
C 0.166 -6.584 -0.528 -0.0087 -0.0144 -0.0112
C 2.105 -0.443 2.001 0.0705 0.0890 0.0269
S 1.734 1.202 1.698 0.2130 -0.2957 0.1626
H 3.063 1.238 5.676 0.0177 0.0074 -0.0083
H 2.970 1.565 3.942 -0.0244 0.0271 -0.0183
H 4.240 0.507 4.578 -0.0099 -0.0072 -0.0066
H 2.691 -0.942 6.575 -0.0190 -0.0102 0.0046
H 3.714 -1.799 5.428 0.0079 0.0266 0.0226
H 2.014 -2.281 5.656 0.0143 0.0014 -0.0305
H 0.676 0.334 5.795 0.0174 -0.0044 -0.0001
H 0.173 -0.916 4.647 0.0014 0.0081 0.0057
H 0.482 0.730 4.083 -0.0387 0.0173 -0.0292
H 2.987 -3.025 3.758 -0.0303 0.0048 -0.0237
H 2.774 -3.475 1.088 -0.0308 -0.0069 -0.0018
H 0.826 -0.648 -0.587 0.0634 -0.0141 0.0109
H 4.476 -0.383 0.413 -0.0093 0.0113 0.0093
H 5.881 1.062 -1.408 -0.0193 -0.0125 -0.0022
H 3.666 -0.015 -5.230 -0.0103 -0.0003 -0.0048
H 5.357 -0.331 -4.803 0.0007 0.0080 0.0009
H 4.963 0.974 -5.928 -0.0086 -0.0024 -0.0007
H 2.551 2.158 -4.366 -0.0177 -0.0064 0.0018
H 3.878 3.130 -5.029 -0.0128 -0.0059 -0.0027
H 3.485 3.243 -3.309 0.0054 -0.0008 -0.0078
H 6.680 1.313 -3.462 -0.0105 -0.0019 -0.0055
H 5.913 2.795 -2.847 -0.0059 -0.0024 -0.0041
H 6.194 2.586 -4.573 0.0012 0.0058 0.0035
H 3.652 -2.633 -2.190 0.0069 -0.0211 -0.0012
H 2.838 -5.126 -2.918 -0.0065 0.0224 0.0026
H 1.203 -6.339 -3.812 -0.0215 -0.0080 0.0008
H 0.417 -7.682 -2.988 0.0109 -0.0052 0.0030
H 1.999 -7.142 -2.439 0.0045 0.0086 -0.0021
H -0.898 -5.040 -3.460 0.0048 0.0223 0.0193
H -1.604 -4.832 -1.850 -0.0129 0.0254 0.0282
H -1.618 -6.424 -2.628 0.0032 0.0041 0.0143
H 1.145 -6.887 -0.153 -0.0024 0.0072 0.0021
H -0.441 -7.481 -0.662 0.0118 -0.0039 -0.0003
H -0.312 -5.948 0.212 -0.0168 0.0006 -0.0040
N -2.261 2.029 -4.279 -0.1009 0.0455 0.0238
C -0.834 1.953 -3.831 0.0226 -0.0052 -0.0999
P -0.967 2.118 -2.002 -0.2106 -0.1262 -0.0143
O -2.083 3.108 -1.866 0.0183 -0.0067 -0.0035
O -1.033 0.769 -1.353 -0.1542 0.4709 -0.1112
C 0.546 2.908 -1.358 -0.0048 0.1121 0.0062
N 0.256 3.126 0.091 -0.1857 0.2100 -0.1336
H -2.674 1.071 -4.194 0.0785 0.0521 -0.0151
H -2.361 2.364 -5.233 -0.0186 -0.0088 -0.0120
H -2.730 2.667 -3.602 -0.0130 -0.0120 -0.0005
H -0.293 2.799 -4.252 0.0383 -0.0189 -0.0139
H -0.396 1.016 -4.156 -0.0371 0.0624 0.0369
H 0.720 3.872 -1.833 0.0438 -0.0182 -0.0083
H 1.417 2.260 -1.440 0.0319 -0.0238 0.0084
H -0.709 3.446 0.243 -0.0332 0.0135 -0.0401
H 0.905 3.784 0.517 0.0080 0.0068 0.0240
H 0.365 2.220 0.609 0.0197 -0.0386 -0.0640
S -2.512 -1.045 -3.511 -0.3685 -0.0701 -0.0737
C -1.791 -1.810 -4.821 0.4788 -0.0476 0.0602
N -0.573 -2.366 -4.776 -0.2482 -0.0003 -0.0260
C -0.130 -2.835 -6.084 -0.0464 -0.0041 0.0332
C -1.450 -2.834 -6.877 0.0264 0.0176 -0.0195
N -2.290 -1.946 -6.069 -0.0833 -0.0444 0.0372
H 0.056 -2.116 -4.023 0.1689 0.0112 0.0510
H 0.309 -3.828 -6.016 0.0302 0.0060 -0.0288
H 0.606 -2.153 -6.514 0.0025 0.0305 0.0289
H -1.885 -3.833 -6.939 -0.0052 -0.0099 0.0313
H -1.323 -2.443 -7.884 -0.0141 -0.0275 -0.0172
H -3.290 -1.918 -6.180 0.0117 0.0486 -0.0446
C -1.901 6.898 5.430 0.0114 0.0239 0.0206
C -2.985 5.814 5.484 0.0074 -0.0178 -0.0117
C -2.881 5.102 6.833 -0.0055 -0.0221 0.0102
C -4.369 6.472 5.392 -0.0223 0.0142 0.0070
C -2.801 4.852 4.308 0.0124 0.0018 -0.0025
C -2.876 5.353 3.004 -0.0122 -0.0070 -0.0299
C -2.722 4.543 1.879 -0.0006 0.0162 0.0415
C -2.482 3.205 2.108 0.0125 -0.0325 -0.0740
O -2.254 2.196 1.203 -0.0021 0.0128 0.1364
B -2.029 0.976 1.957 0.0292 1.1644 1.1442
O -2.158 1.349 3.324 -0.0020 -0.1236 -0.1162
C -2.409 2.690 3.385 -0.0232 0.0312 0.0571
C -2.565 3.487 4.500 0.0007 0.0178 0.0052
H -2.010 7.582 6.275 -0.0045 0.0030 -0.0063
H -1.966 7.487 4.514 0.0013 -0.0079 -0.0007
H -0.905 6.455 5.478 -0.0036 -0.0059 0.0056
H -3.022 5.827 7.636 0.0048 0.0013 -0.0028
H -1.903 4.639 6.973 0.0013 0.0017 -0.0068
H -3.647 4.332 6.946 -0.0033 0.0069 -0.0075
H -4.548 7.096 6.270 0.0102 0.0140 -0.0113
H -5.156 5.718 5.342 0.0047 -0.0039 0.0207
H -4.454 7.107 4.510 -0.0059 -0.0167 -0.0088
H -3.072 6.406 2.854 0.0047 -0.0028 -0.0042
H -2.813 4.936 0.874 -0.0064 0.0070 0.0045
H -2.500 3.049 5.485 -0.0039 -0.0004 -0.0023
```
Forces are in eV/Å.

Output
orbital gap = 7.0 eV
2S+1 = 1
LUMO energy = -0.07248 Eh
E = -5190.72205 Eh
HOMO = -9.0 eV
total charge = +1